{
  "formula": "C4H15N2O",
  "method": "ωB97M-V/def2-TZVPD",
  "elements": ["O", "N", "N", "C", "C", "C", "C", "H", "H", "H", "H", "H", "H", "H", "H", "H", "H", "H", "H", "H", "H", "H"],
  "positions_angstrom": [[2.57, -1.95, -0.15], [0.78, 0.16, -0.13], [-1.69, 0.98, -1.26], [-0.06, -0.40, 0.98], [1.63, 1.36, 0.22], [-1.43, -0.76, 0.44], [-2.25, 0.49, 0.04], [0.16, 0.51, -0.89], [-3.28, 0.19, -0.13], [2.72, -2.50, -0.92], [1.44, -0.45, -0.62], [2.24, 1.64, -0.64], [-0.13, 0.42, 1.70], [2.23, 1.09, 1.08], [-2.31, 1.70, -1.62], [-1.45, -1.32, -0.50], [-2.17, 1.26, 0.81], [-1.92, -1.37, 1.19], [0.47, -1.24, 1.41], [-1.74, 0.20, -1.90], [3.25, -2.21, 0.49], [0.94, 2.19, 0.38]],
  "lowdin_charge": [-0.04, -0.04, -0.01, -0.12, 0.01, -0.16, -0.23, 0.11, 0.12, 0.07, 0.12, 0.11, 0.13, 0.10, 0.09, 0.12, 0.12, 0.12, 0.12, 0.08, 0.08, 0.10],
  "relative_energy_ev": 0.600,
  "fmax_ev_per_a": 2.3,
  "charge": 1,
  "energy_ev": -9413.0624,
  "lumo_ev": -2.7,
  "gap_ev": 11.04,
  "homo_ha": -0.506
}

=====

{
  "formula": "C24H58BaP2Si4Te",
  "method": "ωB97M-V/def2-TZVPD",
  "elements": ["Ba", "Te", "P", "P", "Si", "Si", "Si", "Si", "C", "C", "C", "C", "C", "C", "C", "C", "C", "C", "C", "C", "C", "C", "C", "C", "C", "C", "C", "C", "C", "C", "C", "C", "H", "H", "H", "H", "H", "H", "H", "H", "H", "H", "H", "H", "H", "H", "H", "H", "H", "H", "H", "H", "H", "H", "H", "H", "H", "H", "H", "H", "H", "H", "H", "H", "H", "H", "H", "H", "H", "H", "H", "H", "H", "H", "H", "H", "H", "H", "H", "H", "H", "H", "H", "H", "H", "H", "H", "H", "H", "H"],
  "positions_angstrom": [[-1.17, -1.64, -0.41], [-1.35, 1.54, 1.34], [-0.90, -2.48, -2.92], [-0.03, 0.63, -4.53], [-0.38, -1.66, 3.21], [-0.50, 0.65, 3.46], [-2.32, 1.22, 4.82], [1.52, 1.33, 4.47], [-2.21, 0.28, 6.44], [0.37, 1.24, -6.31], [0.24, 2.37, -3.14], [-2.08, -3.90, -3.15], [0.98, -1.95, 1.91], [0.92, 3.30, -3.87], [-2.10, 3.08, 5.06], [3.00, 2.20, -4.79], [-0.17, -1.10, -5.25], [2.38, 3.35, -3.93], [1.51, 0.85, 6.28], [0.77, 1.59, -1.90], [-3.97, 0.88, 4.00], [2.50, 0.81, -4.43], [-1.72, 1.32, -4.79], [1.58, 3.19, 4.25], [-2.09, -2.25, 2.78], [2.55, 0.31, -3.15], [-1.05, -4.32, 0.35], [0.21, -2.47, 4.81], [-1.36, -1.66, -4.50], [2.20, 1.02, -1.91], [0.73, -3.28, -3.30], [2.98, 0.50, 3.61], [0.69, -2.75, 1.20], [2.80, 3.22, -2.91], [-2.11, -4.64, 0.13], [0.02, -3.56, 4.70], [2.87, 2.47, -5.86], [2.47, 1.15, 6.71], [-2.16, -4.45, -2.20], [4.11, 2.21, -4.64], [-2.48, -2.77, 3.66], [0.13, 0.68, -1.74], [-2.08, -2.98, 1.95], [1.00, 3.71, 5.03], [-3.96, 1.10, 2.92], [-0.83, 2.62, -2.96], [1.90, -2.27, 2.43], [3.88, 1.10, 3.80], [-2.22, 0.74, -5.58], [-1.31, 0.52, 7.02], [-0.39, -1.04, -6.33], [2.61, 4.38, -4.27], [3.08, -0.64, -3.02], [0.30, 3.93, -4.49], [0.72, 1.35, 6.84], [-1.64, -4.57, -3.91], [-1.63, 2.36, -5.14], [-2.79, -1.43, 2.55], [-4.29, -0.16, 4.15], [0.62, 2.18, -0.98], [-0.70, -4.69, 1.32], [-2.35, 1.32, -3.88], [-3.06, -3.57, -3.51], [1.19, 3.50, 3.27], [-3.09, 0.57, 7.04], [1.39, -0.23, 6.43], [-0.32, -2.12, 5.71], [0.81, -1.62, -5.15], [1.32, 0.82, -6.69], [2.85, 0.42, 2.52], [2.87, 1.86, -1.73], [0.40, 2.33, -6.35], [1.53, -2.53, -3.43], [-3.07, 3.48, 5.40], [0.62, -3.85, -4.24], [1.29, -2.33, 4.97], [3.16, -0.51, 4.01], [-2.09, -0.87, -4.21], [-1.83, 3.59, 4.12], [2.61, 0.14, -5.29], [1.03, -3.94, -2.47], [-1.95, -2.30, -5.18], [2.33, 0.36, -1.04], [-0.44, 0.89, -6.98], [-1.34, 3.31, 5.81], [1.21, -1.01, 1.36], [-4.73, 1.54, 4.46], [2.63, 3.52, 4.33], [-0.38, -4.65, -0.49], [-2.25, -0.81, 6.29]],
  "lowdin_charge": [1.33, 0.23, 0.60, 0.94, 0.28, -0.08, 0.29, 0.35, -0.22, -0.23, -0.31, -0.26, -0.30, -0.16, -0.23, -0.17, -0.40, -0.19, -0.21, -0.23, -0.24, -0.22, -0.29, -0.23, -0.28, -0.15, -0.42, -0.22, -0.46, -0.21, -0.26, -0.22, -0.05, 0.10, -0.06, 0.03, 0.10, 0.03, 0.01, 0.12, 0.05, 0.02, -0.05, 0.02, -0.02, 0.11, 0.04, 0.03, 0.05, 0.01, 0.08, 0.12, 0.11, 0.10, 0.02, 0.06, 0.05, 0.00, 0.02, 0.05, -0.05, 0.05, 0.05, 0.02, 0.03, 0.02, 0.02, 0.06, 0.04, 0.02, 0.10, 0.04, 0.02, 0.02, 0.06, 0.02, 0.02, 0.05, 0.02, 0.09, 0.05, 0.09, 0.11, 0.05, 0.02, -0.02, 0.03, 0.02, -0.08, 0.02],
  "relative_energy_ev": 0.000,
  "fmax_ev_per_a": 5.1,
  "energy_ev": -83900.2704,
  "lumo_ev": -0.4,
  "gap_ev": 5.92,
  "homo_ha": -0.232
}

=====

{
  "formula": "C19H46ClN2O11P4",
  "method": "ωB97M-V/def2-TZVPD",
  "elements": ["Cl", "P", "P", "P", "P", "O", "O", "O", "O", "O", "O", "O", "O", "O", "O", "O", "N", "N", "C", "C", "C", "C", "C", "C", "C", "C", "C", "C", "C", "C", "C", "C", "C", "C", "C", "C", "C", "H", "H", "H", "H", "H", "H", "H", "H", "H", "H", "H", "H", "H", "H", "H", "H", "H", "H", "H", "H", "H", "H", "H", "H", "H", "H", "H", "H", "H", "H", "H", "H", "H", "H", "H", "H", "H", "H", "H", "H", "H", "H", "H", "H", "H", "H"],
  "positions_angstrom": [[2.31, 6.38, 1.99], [-2.05, -5.38, 0.54], [-1.30, 0.67, -3.97], [1.51, 3.84, 0.62], [4.56, 4.86, 2.88], [-0.75, -4.72, 0.78], [0.62, 6.49, 4.68], [-1.82, -6.50, -0.62], [3.50, 2.09, 1.26], [-3.42, -5.98, 1.16], [-2.91, -4.28, -0.27], [-2.54, 0.94, -2.95], [-0.91, -0.85, -3.55], [-1.97, 0.62, -5.29], [-0.34, 1.45, -2.95], [3.45, 2.05, 3.47], [2.75, 4.94, 2.91], [2.58, 4.19, -0.49], [0.50, 4.10, 4.42], [-3.81, 1.39, -3.43], [-2.35, -6.83, 3.21], [1.15, -1.83, -4.38], [3.13, 2.51, 2.36], [-0.90, -8.67, 0.01], [5.16, 6.59, 2.71], [-4.76, 0.22, -3.61], [-3.38, -7.04, 2.12], [1.26, 2.17, -4.68], [5.05, 4.45, 4.61], [-0.65, -7.31, -0.63], [-0.36, -1.76, -4.50], [2.12, 3.71, 2.37], [-1.73, -2.58, -1.56], [0.91, 3.22, 3.24], [-0.13, 5.45, 4.05], [-2.51, -2.90, -0.30], [1.05, 1.68, -3.27], [0.91, 2.59, 0.34], [-1.79, -9.13, -0.41], [1.45, -1.99, -3.35], [-0.05, -9.33, -0.15], [2.30, 5.06, -0.94], [-2.38, -7.65, 3.93], [-3.23, -7.99, 1.61], [4.70, 7.29, 3.41], [-2.38, -2.63, -2.43], [0.04, 3.05, 2.59], [-4.20, 2.08, -2.68], [0.90, 1.44, -5.42], [4.20, 3.94, 5.07], [6.23, 6.52, 2.94], [-0.92, -3.30, -1.71], [1.63, 0.77, -3.07], [0.69, 7.23, 4.08], [-5.03, -0.20, -2.63], [5.09, 6.92, 1.68], [0.18, -6.81, -0.14], [-0.38, -7.45, -1.68], [-1.94, -2.64, 0.59], [-0.79, -2.74, -4.27], [-1.34, -6.76, 2.80], [5.32, 5.33, 5.19], [1.61, -0.90, -4.72], [5.91, 3.78, 4.53], [-4.30, -0.58, -4.18], [1.16, 2.24, 3.64], [1.54, -2.65, -4.99], [-0.14, 5.60, 2.97], [0.72, 3.10, -4.85], [2.32, 2.34, -4.87], [-1.05, -8.57, 1.09], [-3.70, 1.95, -4.36], [-1.31, -1.58, -1.50], [-2.55, -5.90, 3.75], [-0.27, 3.54, 4.96], [-4.38, -7.08, 2.57], [-5.67, 0.54, -4.11], [-1.16, 5.53, 4.42], [0.46, 4.78, 0.65], [-3.43, -2.31, -0.28], [-0.66, -1.50, -5.52], [1.41, 2.44, -2.57], [1.30, 4.27, 5.13]],
  "lowdin_charge": [0.60, 0.49, 0.50, 0.70, 0.89, -0.22, -0.12, -0.18, -0.06, -0.17, -0.20, -0.21, -0.23, -0.23, -0.17, -0.06, -0.56, -0.31, -0.18, -0.29, -0.09, -0.07, -0.83, -0.08, -0.37, -0.08, -0.27, -0.09, -0.28, -0.28, -0.28, -0.59, -0.07, -0.19, -0.28, -0.26, -0.25, 0.02, 0.08, 0.09, 0.08, -0.07, 0.08, 0.10, 0.02, 0.08, 0.09, 0.11, 0.06, 0.02, 0.03, 0.08, 0.11, 0.04, 0.07, 0.01, 0.11, 0.12, 0.11, 0.11, 0.07, 0.02, 0.06, 0.03, 0.07, 0.11, 0.08, 0.07, 0.09, 0.09, 0.06, 0.10, 0.08, 0.09, 0.10, 0.12, 0.07, 0.10, -0.02, 0.12, 0.11, 0.10, 0.11],
  "fmax_ev_per_a": 6.0,
  "charge": -1,
  "energy_ev": -95631.9779,
  "lumo_ev": 2.0,
  "gap_ev": 6.51,
  "homo_ha": -0.164
}

=====

{
  "formula": "C3H3NO5",
  "method": "ωB97M-V/def2-TZVPD",
  "elements": ["O", "O", "O", "O", "O", "N", "C", "C", "C", "H", "H", "H"],
  "positions_angstrom": [[-2.31, 0.82, 0.33], [0.28, -0.17, 1.62], [-1.70, -1.21, -0.39], [2.02, -1.31, 0.75], [-0.40, 1.38, -1.95], [0.94, 0.15, -0.56], [-0.25, 0.59, -1.06], [-1.48, -0.04, -0.26], [0.97, -0.48, 0.69], [2.11, -1.67, 1.64], [1.78, 0.20, -1.12], [-1.97, 1.73, 0.32]],
  "lowdin_charge": [0.15, 0.15, 0.15, 0.14, 0.14, 0.20, -0.36, -0.46, -0.55, 0.14, 0.18, 0.13],
  "relative_energy_ev": 0.000,
  "fmax_ev_per_a": 2.1,
  "energy_ev": -14887.9234,
  "lumo_ev": 0.3,
  "gap_ev": 10.59,
  "homo_ha": -0.378
}

=====

{
  "formula": "C2H5N3O",
  "method": "ωB97M-V/def2-TZVPD",
  "elements": ["O", "N", "N", "N", "C", "C", "H", "H", "H", "H", "H"],
  "positions_angstrom": [[0.17, -0.74, -1.14], [0.00, 1.23, -0.50], [1.02, -0.17, 0.73], [-1.54, -0.37, 0.71], [-0.33, -0.08, 0.10], [1.11, 0.25, -0.70], [2.03, 0.43, -1.26], [-1.72, -1.37, 0.75], [-2.30, 0.11, 0.25], [1.30, -1.15, 0.80], [0.26, 1.87, 0.26]],
  "lowdin_charge": [-0.02, 0.12, 0.12, 0.16, -0.60, -0.32, 0.15, 0.10, 0.10, 0.10, 0.10],
  "relative_energy_ev": 3.788,
  "fmax_ev_per_a": 0.8,
  "energy_ev": -8669.8543,
  "lumo_ev": 1.0,
  "gap_ev": 10.63,
  "homo_ha": -0.353
}

=====

{
  "formula": "C2H12NO4",
  "method": "ωB97M-V/def2-TZVPD",
  "elements": ["O", "O", "O", "O", "N", "C", "C", "H", "H", "H", "H", "H", "H", "H", "H", "H", "H", "H", "H"],
  "positions_angstrom": [[0.44, 1.62, 1.99], [-0.47, 0.58, -0.09], [-2.49, 0.38, 1.92], [2.89, 0.73, 1.36], [-0.79, -2.23, -1.27], [0.40, -1.26, -1.44], [0.04, 0.27, -1.31], [-1.50, -1.62, -0.75], [0.96, -1.57, -2.32], [-0.74, 0.59, -2.01], [2.00, 0.89, 1.83], [-1.16, -2.34, -2.21], [1.11, -1.52, -0.61], [-1.67, 0.84, 1.85], [0.16, 1.12, 1.13], [1.00, 0.82, -1.49], [-2.62, -0.23, 1.17], [2.43, 0.49, 0.49], [0.01, 2.42, 1.78]],
  "lowdin_charge": [-0.13, -0.32, -0.08, -0.16, -0.05, -0.25, -0.44, 0.06, 0.07, 0.09, 0.01, 0.02, 0.09, -0.04, -0.03, 0.09, 0.02, 0.03, 0.02],
  "relative_energy_ev": 0.990,
  "fmax_ev_per_a": 2.8,
  "charge": -1,
  "energy_ev": -11949.2124,
  "lumo_ev": 4.0,
  "gap_ev": 8.33,
  "homo_ha": -0.158
}